Computed, not measured: the molecule C14H14Si at a distorted geometry, with ωB97M-V/def2-TZVPD.

Atoms and positions in Å:
C  -0.612  2.752  0.802
Si  -0.875  0.902  0.576
C  -2.511  0.474  1.468
C  -0.683  0.480  -1.189
C  -1.208  0.809  -2.491
C  -0.716  0.130  -3.616
C  0.345  -0.723  -3.569
C  0.896  -1.025  -2.342
C  0.402  -0.416  -1.192
C  0.900  -0.878  0.174
C  1.924  -1.833  0.489
C  2.249  -2.119  1.808
C  1.692  -1.337  2.833
C  0.877  -0.295  2.508
C  0.489  -0.057  1.238
H  -0.440  3.198  1.759
H  -1.525  3.290  0.484
H  0.229  2.889  0.127
H  -2.418  0.283  2.577
H  -3.144  1.369  1.467
H  -2.862  -0.424  1.018
H  -1.931  1.579  -2.710
H  -1.062  0.622  -4.549
H  0.750  -1.121  -4.434
H  1.754  -1.643  -2.160
H  2.307  -2.505  -0.265
H  2.863  -3.102  1.990
H  1.913  -1.558  3.881
H  0.396  0.259  3.320

The relative energy (zero: lowest compared OMol25 entry of this formula, charge and spin) comes out at 0.0 kcal/mol. Its largest force on an atom is 3.9 eV/A. Its lowest unoccupied orbital energy is 0.583 eV. As for the HOMO-LUMO gap: 9.07 eV. The calculation puts the energy at -831.3647 a.u. The highest occupied orbital energy is -8.487 eV. Its SMILES is C[Si]1(C)c2ccccc2-c2ccccc21.

Here are the natural (NBO) charges for atoms 1 to 2, given in e:
1 C -1.100
2 Si 1.642